Model one:
C3H2N2O3 in the gas phase, computed with ωB97M-V with the def2-TZVPD basis set.

Geometry as ORCA input:
```
! RIJCOSX wB97M-V def2-TZVPD def2/J DEFGRID3
* xyz 0 1
O -2.55 -0.86 0.01
C -1.46 -0.34 -0.08
N -1.30 1.15 -0.22
N -0.11 1.37 0.11
C 0.60 0.28 0.11
C 1.85 0.28 0.03
O 2.59 -0.74 -0.25
O -0.26 -0.85 0.19
H 2.20 1.24 0.37
H 3.51 -0.59 0.46
*
```

Values from the calculation:
HOMO level   -9.947 eV
SMILES   O=C1N=N/C(=C/O)O1

***

Model two:
C3H2N2O3 in the gas phase, computed with ωB97M-V with the def2-TZVPD basis set.

Geometry as ORCA input:
```
! RIJCOSX wB97M-V def2-TZVPD def2/J DEFGRID3
* xyz 0 1
O -1.62 1.44 0.10
C -0.55 0.80 -0.16
C 0.75 1.34 -0.14
N 1.77 0.52 -0.06
O 1.73 -0.79 0.14
N 0.56 -1.51 -0.11
C -0.52 -0.72 -0.22
O -1.69 -1.32 -0.02
H 0.96 2.43 0.15
H -1.40 -2.19 0.32
*
```

Values from the calculation:
HOMO level   -10.264 eV
SMILES   O=c1cnonc1O

***

Which of them is most stable? Easy: model one.